[1]
Entry from OMol25: a molecular structure, C16H29BBr2ClF4K2LiN2NaO7 in a non-equilibrium geometry (the ωB97M-V functional and the def2-TZVPD basis).

```
66
Properties=species:S:1:pos:R:3:forces:R:3
N 6.0072 0.0697 -5.2896 0.111 -0.197 -0.037
C 5.1251 -1.0959 -5.1895 0.028 0.046 -0.049
C 5.5579 -1.9781 -4.0146 -0.096 -0.042 -0.216
N 4.7073 -1.7147 -2.8226 0.476 -0.030 -0.205
C 4.9518 -0.4528 -2.2361 -0.363 1.488 -1.284
O 4.0377 0.3380 -2.0843 0.827 -0.171 -0.206
O 6.2072 -0.1341 -1.8929 -0.107 -1.149 0.446
H 6.9741 -0.2385 -5.2659 0.001 0.029 0.015
H 5.9015 0.5104 -6.1961 -0.159 0.183 0.103
H 5.0873 -1.6991 -6.1058 0.100 -0.005 0.090
H 4.1077 -0.7399 -5.0008 0.058 -0.102 -0.059
H 5.4389 -3.0307 -4.2734 -0.065 0.077 0.153
H 6.6158 -1.8001 -3.7910 -0.073 -0.107 0.000
H 4.7610 -2.4879 -2.1681 0.359 0.101 0.059
H 6.1841 0.5469 -1.2025 0.108 0.502 -0.570
K 3.5028 -0.8683 -0.1638 -1.385 -0.233 2.034
B 0.2900 1.8441 1.9344 0.804 0.626 0.436
F 0.3106 2.0244 3.2908 -0.065 -0.105 -0.052
F 0.8334 2.8800 1.2065 -0.114 -0.053 -0.103
F 1.0007 0.6573 1.6020 -0.322 -0.633 -0.419
F -1.1183 1.7231 1.5515 2.222 0.663 0.216
K -2.8895 0.7540 1.1166 -2.177 -0.911 -0.467
Br -4.9285 -5.7906 2.3945 -0.177 -0.074 0.051
C -3.9134 -5.0593 0.8773 0.060 0.071 -0.125
C -2.5419 -4.6321 1.3189 -0.079 0.074 0.015
Br -2.6190 -2.9658 2.3257 -0.006 -0.012 0.104
H -4.5008 -4.2443 0.4685 -0.024 -0.033 -0.013
H -3.8694 -5.8691 0.1524 0.014 -0.042 0.051
H -1.9104 -4.4423 0.4546 -0.061 0.008 -0.039
H -2.0701 -5.3636 1.9675 0.048 0.022 -0.019
C 1.4507 5.8128 3.3092 -0.001 -0.064 0.076
C 0.2156 5.3470 3.1644 -0.023 0.057 -0.071
C -0.9623 6.1653 3.5177 -0.025 -0.010 0.102
O -2.0950 5.7229 3.3772 -0.016 0.006 -0.043
C -0.7218 7.5188 4.0524 0.013 -0.024 -0.082
C 0.5144 7.9889 4.2160 0.041 0.035 0.160
C 1.7037 7.1753 3.8364 0.008 -0.047 0.157
O 2.8292 7.6103 3.9255 -0.024 0.086 -0.226
H 2.3259 5.2283 3.0591 0.008 -0.014 0.059
H 0.0175 4.3555 2.7916 -0.033 0.022 0.025
H -1.5998 8.0923 4.3222 0.003 0.002 0.004
H 0.7201 8.9633 4.6376 0.007 -0.041 0.092
C -4.7925 -6.8081 -2.4652 -0.021 0.027 0.009
O -3.8409 -5.7527 -2.4739 -0.034 -0.035 0.121
C -2.9878 -5.7846 -3.6156 0.076 0.073 0.063
C -3.4170 -4.7950 -4.6769 -0.021 -0.023 -0.108
O -4.6701 -5.1358 -5.2325 -0.027 -0.063 0.098
C -5.7508 -4.3596 -4.7520 0.002 0.017 -0.042
H -5.5190 -6.5897 -1.6814 0.004 0.001 0.000
H -5.3176 -6.8805 -3.4185 -0.006 -0.003 0.005
H -4.3110 -7.7667 -2.2466 -0.002 -0.011 -0.035
H -2.9610 -6.7929 -4.0383 -0.007 0.003 0.002
H -1.9780 -5.5320 -3.2789 0.009 -0.006 -0.012
H -2.6791 -4.8130 -5.4842 0.015 0.019 0.011
H -3.4386 -3.7804 -4.2630 -0.002 -0.011 0.016
H -5.7046 -3.3390 -5.1451 0.006 0.012 0.027
H -5.7663 -4.3228 -3.6583 -0.008 -0.002 -0.001
H -6.6665 -4.8287 -5.1056 0.005 0.010 -0.020
C 2.3893 8.5543 7.0794 0.594 0.051 0.136
O 1.0291 8.4072 7.1768 0.101 0.944 -0.424
H 2.8245 9.2757 7.8072 -0.199 0.103 0.013
H 2.9563 7.6227 7.2616 -0.142 -0.100 0.015
H 2.7600 8.8885 6.0927 -0.236 0.131 -0.046
Cl 2.0561 5.0302 6.9723 -0.545 -0.090 0.227
Li -6.0591 -4.0722 3.8738 0.168 -0.031 -0.076
Na 0.2055 6.8540 8.0987 0.367 -1.017 -0.143
```
Forces are in eV/Å.

Max |F|   2.471 eV Å⁻¹
Total energy   -8665.3712 hartree
ΔE to the lowest compared entry with this formula, charge and spin   0.0 kJ/mol
Charge   +1

Results of the Mulliken charge analysis, in e, for atoms 1 through 6:
1 N -0.52
2 C -0.58
3 C -0.58
4 N -0.29
5 C 0.47
6 O -0.66

[2]
Entry from OMol25: a molecular structure, C8H14BrN4O2PSSn (the ωB97M-V functional and the def2-TZVPD basis).

```
32
Properties=species:S:1:pos:R:3:forces:R:3
Sn -0.1673 -0.1068 0.9014 0.002 -0.394 0.229
Br 0.3417 -5.1491 -2.1666 0.033 -0.032 -0.020
C -0.8324 -3.7848 -1.6521 0.033 -0.145 -0.069
C -2.1777 -3.8307 -1.9802 -0.140 -0.003 0.002
C -2.9996 -2.7922 -1.5696 -0.065 -0.120 -0.111
C -2.4563 -1.7497 -0.8494 0.093 0.171 0.118
N -1.1543 -1.7157 -0.5353 0.285 0.233 -0.150
C -0.3525 -2.7133 -0.9325 -0.136 0.225 0.055
H -2.5738 -4.6659 -2.5429 -0.004 0.023 0.003
H -4.0535 -2.7923 -1.8118 0.026 0.006 0.023
H -3.0672 -0.9187 -0.5149 0.025 -0.030 0.001
H 0.6960 -2.6394 -0.6821 0.064 0.002 0.044
S -2.7660 2.6093 -1.6052 -0.052 0.055 -0.041
C -1.5330 2.0339 -0.8516 -0.373 -0.134 -0.132
N -0.5565 1.6103 -0.2773 -0.001 -0.158 -0.065
N 4.3617 -0.8442 1.0859 -0.169 0.460 -0.203
C 4.3642 0.4608 0.3173 -0.085 -0.160 -0.078
P 2.6065 0.9944 0.2437 -0.052 0.259 0.379
O 2.1263 1.4981 1.5640 0.133 -0.069 -0.234
O 1.8806 -0.2306 -0.2939 -0.405 -0.100 0.160
C 2.5538 2.4181 -0.9147 -0.227 -0.135 0.025
N 1.4880 3.3479 -0.4133 0.766 0.360 -0.104
H 5.2566 -1.3262 1.0570 0.238 -0.066 -0.026
H 3.6388 -1.4491 0.6864 -0.047 -0.133 -0.089
H 4.1120 -0.6841 2.0628 0.015 0.050 0.175
H 4.7438 0.2674 -0.6855 0.076 -0.087 0.043
H 4.9977 1.1843 0.8222 0.055 -0.047 0.109
H 2.3103 2.0805 -1.9197 -0.065 0.126 -0.055
H 3.5092 2.9373 -0.9237 0.034 0.114 -0.026
H 0.5616 2.8729 -0.4172 -0.258 -0.454 -0.039
H 1.4340 4.2063 -0.9571 0.092 0.122 -0.080
H 1.6617 3.5743 0.5672 0.110 0.062 0.158
```
Forces are in eV/Å.

Max |F|   0.853 eV Å⁻¹
Total energy   -4210.1703 hartree
ΔE to the lowest compared entry with this formula, charge and spin   44.9 kJ/mol
Charge   +2

Results of the Mulliken charge analysis, in e, for atoms 1 through 6:
1 Sn 0.89
2 Br -0.12
3 C -0.39
4 C 0.03
5 C -0.81
6 C -0.04

[3]
Entry from OMol25: C22H21N3O3S in the gas phase in a non-equilibrium geometry (the ωB97M-V functional and the def2-TZVPD basis).

```
50
Properties=species:S:1:pos:R:3:forces:R:3
O -4.8350 -2.4870 0.2409 1.666 1.111 0.456
C -3.7904 -1.4555 0.0568 0.094 -0.568 1.962
C -4.1451 -0.1281 0.8475 0.880 -1.490 1.618
C -3.7696 0.1282 2.2553 -0.497 1.448 -2.349
C -4.1320 1.4401 2.7710 1.342 -3.709 0.552
C -4.9611 2.2957 2.0717 -0.913 1.280 1.387
C -5.3949 1.9614 0.8189 1.066 -2.722 -1.489
C -4.9687 0.7398 0.1805 0.093 1.889 2.546
C -2.4100 -2.0222 0.4440 -3.896 -1.412 3.006
N -2.2912 -3.0641 1.3502 0.019 4.013 -4.236
N -0.9614 -3.0924 1.4219 2.453 -2.988 2.058
C -0.3826 -2.2142 0.7091 0.547 0.893 1.389
C 0.9848 -1.8094 0.7553 0.335 -1.905 -0.037
S 2.0833 -3.2002 1.2417 -1.158 2.282 -0.449
C 3.3913 -2.0511 1.1029 0.588 -3.536 0.992
C 4.6602 -2.4837 1.4593 2.181 0.447 1.348
C 5.7463 -1.5525 1.4234 -1.741 -0.545 -0.153
C 5.4430 -0.2823 0.9370 -1.144 -0.089 -0.519
C 4.1283 0.0146 0.4872 2.259 1.979 0.352
C 3.0603 -0.8271 0.6423 -1.373 1.597 -0.696
C 1.5718 -0.6383 0.4415 2.470 -0.624 -0.320
O 1.0904 0.5530 0.0003 0.537 -0.715 0.323
C 0.4965 0.6647 -1.3013 -0.759 1.143 -0.298
C 1.2235 -0.0435 -2.4933 -0.875 1.167 1.182
C 2.5721 0.6207 -2.6739 -1.004 0.772 -3.649
N 2.4575 2.1128 -2.8762 0.336 -0.188 -0.454
C 1.6236 2.8674 -1.9370 -0.124 0.922 0.837
C 0.3365 2.1949 -1.5733 0.592 -2.048 1.285
O -1.2742 -1.4099 0.1490 -1.749 0.078 -1.497
H -4.7091 -2.8496 1.1500 -0.045 0.343 -0.911
H -3.6900 -1.2542 -0.9911 -0.627 0.277 -0.662
H -3.1854 -0.6557 2.8056 -0.560 1.145 -0.430
H -3.7780 1.6213 3.8030 -0.495 0.268 -0.713
H -5.3875 3.1527 2.6792 0.715 -0.761 -1.269
H -6.0247 2.4550 0.1436 -1.094 1.540 -0.013
H -5.3973 0.4719 -0.7421 -0.202 -0.146 -1.191
H 4.8220 -3.4607 2.0055 -0.347 1.068 -1.085
H 6.7339 -1.7989 1.7903 -0.085 -0.115 -0.015
H 6.1484 0.5489 0.9021 0.060 -0.498 -0.067
H 4.0973 1.0273 0.0932 -0.813 -0.096 0.013
H -0.5536 0.4157 -1.2089 -0.061 -1.048 -0.011
H 1.2519 -1.1102 -2.3482 0.265 -0.497 0.188
H 0.6048 0.1245 -3.4011 0.273 0.026 0.533
H 3.3456 0.3036 -2.0709 1.179 -0.044 2.477
H 3.0258 0.1794 -3.6097 -0.681 0.847 0.279
H 2.1569 2.2930 -3.8301 0.086 -0.151 0.209
H 2.2187 2.9873 -0.9664 -0.763 -0.001 -1.245
H 1.2065 3.9176 -2.2178 1.834 -1.474 -0.312
H 0.0320 2.7196 -0.6618 -0.681 -0.439 -0.083
H -0.4714 2.0797 -2.2769 -0.188 1.269 -0.840
```
Forces are in eV/Å.

Max |F|   5.836 eV Å⁻¹
SMILES string   O[C@@H](c1ccccc1)c1nnc(-c2sc3ccccc3c2OC2CCNCC2)o1
Total energy   -1638.9660 hartree
ΔE to the lowest compared entry with this formula, charge and spin   563.0 kJ/mol

Results of the Mulliken charge analysis, in e, for atoms 1 through 6:
1 O -0.57
2 C -0.40
3 C 0.57
4 C -0.38
5 C -0.40
6 C -0.54

[4]
Entry from OMol25: a molecular structure, C43H57FN5OP2S4SbSiTc in a non-equilibrium geometry (the ωB97M-V functional and the def2-TZVPD basis).

```
116
Properties=species:S:1:pos:R:3:forces:R:3
Tc 0.6319 -0.5718 -0.4975 0.492 2.898 -0.210
C 0.7447 -1.9167 4.0596 -0.102 0.210 -0.058
Si 0.3606 -0.6715 2.6967 -0.410 -0.118 0.180
C 0.4527 1.0746 3.3948 0.165 -0.269 -0.030
C -1.3806 -1.0019 2.0429 0.344 0.125 0.004
N 1.4389 -0.8609 1.2840 0.002 -0.181 -0.339
C 2.7906 -1.1670 1.5248 0.492 -0.140 -0.027
C 3.5036 -0.6080 2.5928 -0.167 0.097 -0.202
C 4.8184 -0.9551 2.8493 0.109 0.054 0.157
C 5.4788 -1.8746 2.0505 -0.042 -0.032 -0.062
C 4.8043 -2.4578 0.9888 0.127 0.007 0.049
C 3.4981 -2.1011 0.7558 -0.380 0.095 0.147
F 2.8304 -2.7425 -0.2345 0.003 -0.011 -0.123
H 0.4811 -1.4758 5.0238 0.032 0.046 0.007
H 1.7984 -2.1954 4.1025 0.019 0.030 0.006
H 0.1568 -2.8291 3.9521 0.000 0.043 -0.033
H -0.4556 1.2854 3.9655 -0.001 -0.031 0.024
H 0.5466 1.8206 2.6066 0.098 -0.021 0.007
H 1.2947 1.1924 4.0806 0.002 -0.020 -0.011
H -2.1211 -0.7707 2.8123 0.021 0.042 0.030
H -1.5170 -2.0505 1.7729 0.023 -0.002 0.036
H -1.6255 -0.3840 1.1712 -0.080 -0.040 0.044
H 3.0041 0.1255 3.2142 0.067 -0.016 0.034
H 5.3302 -0.5082 3.6915 -0.002 0.036 -0.024
H 6.5043 -2.1498 2.2514 0.008 0.019 0.021
H 5.2749 -3.1980 0.3557 -0.048 0.013 -0.033
O -2.6222 0.3586 -1.7413 -0.192 -0.037 -0.046
C -2.0883 -0.7169 -1.7892 0.134 0.248 -0.357
C -2.6870 -1.9365 -1.1923 -0.203 -0.223 0.246
C -4.0811 -1.9593 -1.1587 0.067 0.097 -0.020
C -4.7585 -3.0214 -0.5912 -0.053 -0.061 0.027
C -4.0388 -4.0504 -0.0069 -0.011 0.037 0.011
C -2.6526 -4.0277 -0.0223 0.091 0.002 -0.065
C -1.9489 -2.9976 -0.6418 -0.083 0.278 -0.035
P -0.1072 -3.0455 -0.6991 -0.553 -0.974 -0.159
C 0.3385 -4.3695 0.4976 0.102 0.219 0.163
C 1.0033 -4.0627 1.6782 -0.081 -0.022 -0.049
C 1.4241 -5.0610 2.5451 -0.018 -0.049 0.040
C 1.1803 -6.3888 2.2395 0.015 0.032 0.013
C 0.5068 -6.7104 1.0679 -0.051 -0.058 -0.012
C 0.0909 -5.7150 0.2017 -0.038 0.000 0.056
C 0.1742 -4.0250 -2.2288 0.217 0.228 -0.065
C -0.7910 -4.1410 -3.2280 0.046 0.003 0.072
C -0.5815 -4.9878 -4.3039 -0.038 -0.032 0.015
C 0.5834 -5.7373 -4.3860 -0.014 0.023 -0.062
C 1.5512 -5.6152 -3.4036 0.100 0.022 -0.002
C 1.3551 -4.7557 -2.3347 0.019 0.097 -0.016
H -4.6225 -1.1304 -1.5953 0.024 0.008 0.014
H -5.8399 -3.0399 -0.5950 0.001 0.005 0.011
H -4.5508 -4.8758 0.4697 -0.006 -0.004 -0.012
H -2.1148 -4.8295 0.4578 -0.017 -0.031 0.027
H 1.2073 -3.0355 1.9254 0.062 -0.093 -0.085
H 1.9470 -4.7949 3.4550 0.001 -0.004 -0.006
H 1.5134 -7.1727 2.9066 0.004 -0.002 -0.003
H 0.3122 -7.7460 0.8214 -0.012 0.006 0.001
H -0.4239 -5.9901 -0.7088 0.036 -0.016 -0.022
H -1.7179 -3.5886 -3.1689 -0.017 0.038 0.017
H -1.3382 -5.0671 -5.0732 0.000 -0.023 0.006
H 0.7366 -6.4101 -5.2194 0.009 0.012 -0.005
H 2.4718 -6.1795 -3.4730 -0.005 -0.005 0.012
H 2.1174 -4.6718 -1.5719 0.023 -0.003 -0.006
S 3.0976 -2.5876 -4.6178 -0.509 0.665 0.381
Sb 2.1575 -0.6267 -4.0981 0.637 0.043 -0.528
S -0.5044 -0.9166 -2.6248 0.123 -0.269 0.231
S 2.4909 -0.0742 -1.6893 -0.562 -0.556 0.005
S 1.9441 1.0857 -5.5260 -0.070 -0.537 0.618
N 0.0211 1.0959 -0.3769 0.134 -2.110 -0.034
P -0.3391 2.6794 -0.2936 -0.062 1.150 0.201
N -1.7920 3.1100 0.3399 0.216 -0.469 -0.257
C -2.9614 3.2807 -0.5564 -0.170 0.262 0.063
C -4.1163 3.8855 0.2293 0.035 -0.160 0.073
C -4.5972 2.9116 1.3234 0.073 0.010 -0.069
C -3.4551 1.9875 1.7697 -0.034 0.164 -0.042
C -2.1345 2.7441 1.7266 0.014 -0.164 0.116
N 0.7885 3.2893 0.7536 -0.076 -0.209 -0.433
C 2.1737 2.8794 0.4092 0.175 -0.069 0.030
C 3.1880 3.8962 0.9093 -0.126 -0.033 0.153
C 2.9898 4.1138 2.4088 -0.024 0.051 -0.106
C 1.5448 4.5656 2.7211 0.009 -0.041 -0.076
C 0.6627 4.5602 1.4736 -0.064 0.076 0.228
N -0.2351 3.3659 -1.7742 0.119 -0.413 0.385
C -0.1269 2.6276 -3.0330 -0.276 -0.062 -0.091
C -1.0454 3.2427 -4.0811 0.216 0.076 0.052
C -0.6757 4.7094 -4.2861 -0.182 -0.018 0.065
C -0.8020 5.4621 -2.9645 0.146 -0.099 -0.033
C 0.0379 4.8032 -1.8704 -0.166 0.168 -0.007
H -3.2776 2.3295 -0.9789 0.073 -0.064 -0.053
H -2.6722 3.9337 -1.3731 0.010 -0.002 -0.040
H -4.9280 4.0989 -0.4659 0.013 0.082 0.006
H -3.8040 4.8367 0.6665 0.008 0.004 -0.020
H -5.4246 2.3084 0.9478 -0.031 0.019 0.038
H -4.9690 3.4795 2.1775 -0.047 -0.031 -0.001
H -3.3874 1.1188 1.1095 -0.001 -0.021 0.027
H -3.6326 1.6225 2.7823 0.020 -0.053 -0.008
H -1.3268 2.1435 2.1484 -0.178 0.158 -0.090
H -2.2264 3.6556 2.3279 0.066 -0.026 0.036
H 2.2724 2.7386 -0.6737 -0.027 0.025 0.017
H 2.3859 1.9103 0.8757 -0.031 -0.018 -0.010
H 3.0840 4.8403 0.3702 0.044 -0.009 -0.048
H 4.1883 3.5143 0.7044 0.001 0.014 -0.026
H 3.7064 4.8478 2.7762 0.012 -0.037 0.038
H 3.2053 3.1717 2.9195 0.008 0.007 0.030
H 1.5400 5.5814 3.1184 -0.025 -0.010 0.039
H 1.1028 3.9207 3.4810 -0.017 0.020 0.015
H 0.9465 5.4033 0.8363 -0.042 -0.025 -0.025
H -0.3806 4.6966 1.7539 0.040 0.059 -0.056
H -0.4050 1.5939 -2.8404 0.110 0.008 -0.084
H 0.9057 2.6630 -3.3944 0.006 -0.052 0.060
H -2.0847 3.1568 -3.7502 -0.008 -0.039 -0.029
H -0.9365 2.6882 -5.0114 -0.017 -0.081 -0.052
H -1.3215 5.1681 -5.0359 0.047 0.008 -0.030
H 0.3533 4.7709 -4.6543 -0.002 0.028 -0.020
H -1.8505 5.4820 -2.6570 -0.013 0.025 0.004
H -0.4737 6.4977 -3.0711 -0.023 0.008 0.017
H -0.1965 5.2688 -0.9127 0.097 0.022 -0.029
H 1.1026 4.9579 -2.0897 0.001 -0.025 0.069
```
Forces are in eV/Å.

Max |F|   2.947 eV Å⁻¹
Total energy   -5007.5712 hartree
ΔE to the lowest compared entry with this formula, charge and spin   77.4 kJ/mol
Charge   +1

Results of the Mulliken charge analysis, in e, for atoms 1 through 6:
1 Tc 0.26
2 C -1.41
3 Si 0.25
4 C -0.57
5 C -0.15
6 N 2.48